# 1
The following is a DFT calculation (ωB97M-V/def2-TZVPD) of C44H53CrN5O2S2 as an isolated structure at a distorted geometry.

Positions of all 107 atoms, in Å:
Cr: 0.0819 -1.5735 0.6342
O: 1.0418 -0.8246 -0.8058
C: 2.4072 -1.1262 -1.0729
C: 2.9627 -2.1304 0.0229
C: 2.9326 -1.4479 1.3781
C: 4.1101 -1.1442 1.9949
C: 4.0075 -0.6492 3.3044
C: 2.7780 -0.4468 3.8720
C: 1.6240 -0.6933 3.1241
C: 0.2578 -0.2708 3.6384
C: -0.5134 0.5849 2.6513
O: -0.7401 -0.1188 1.4356
C: -1.9279 0.9220 3.1960
C: -2.0633 1.7474 4.2840
C: -3.3507 2.0683 4.7610
C: -4.5301 1.5549 4.1637
C: -4.3540 0.6908 3.0640
C: -3.0738 0.4725 2.5632
C: 0.2049 1.9007 2.3516
C: 1.0879 2.4820 3.2484
C: 1.7945 3.6407 2.9843
C: 1.5721 4.2193 1.7369
C: 0.6721 3.6996 0.8295
C: -0.0596 2.5499 1.1231
N: 1.6711 -1.2370 1.8913
C: 2.4290 -1.8176 -2.3891
C: 1.8952 -1.1993 -3.5085
C: 1.7744 -1.8082 -4.7178
C: 2.2183 -3.0963 -4.9584
C: 2.8658 -3.7422 -3.8874
C: 2.9310 -3.1250 -2.6231
C: 3.2958 0.1528 -1.1201
C: 2.7021 1.4135 -1.0480
C: 3.4498 2.5646 -1.0446
C: 4.8075 2.4909 -1.2056
C: 5.4280 1.2465 -1.3222
C: 4.6749 0.0869 -1.2403
H: 3.9758 -2.4340 -0.2161
H: 2.3174 -3.0024 0.0932
H: 5.0648 -1.3470 1.5499
H: 4.9483 -0.3573 3.8267
H: 2.5966 -0.0831 4.8633
H: 0.3704 0.1656 4.6334
H: -0.3831 -1.1896 3.7779
H: -1.1894 2.1084 4.8299
H: -3.4837 2.6282 5.6353
H: -5.4675 1.7262 4.5895
H: -5.1698 0.2111 2.5548
H: -2.9360 -0.1210 1.6543
H: 1.3324 1.9900 4.1334
H: 2.4877 4.0740 3.6868
H: 2.2387 5.0482 1.4602
H: 0.5352 4.1381 -0.1556
H: -0.8307 2.1917 0.3896
H: 1.5737 -0.1564 -3.3809
H: 1.3152 -1.3000 -5.5125
H: 2.2142 -3.5549 -5.9257
H: 3.2760 -4.7235 -3.9506
H: 3.3359 -3.7504 -1.8007
H: 1.6048 1.4877 -0.9710
H: 2.9768 3.5372 -1.0067
H: 5.3425 3.4036 -1.2025
H: 6.5085 1.1506 -1.4120
H: 5.1741 -0.8581 -1.2529
C: -0.6008 -4.8791 0.3803
C: -0.2831 -4.4134 1.8001
N: -0.6960 -3.0401 2.0465
C: -2.1718 -2.7986 2.0732
C: -2.9444 -2.6449 0.8072
S: -2.0950 -1.7935 -0.5497
C: -1.9330 -3.1166 -1.7944
C: -0.5342 -3.6926 -1.8227
N: 0.0327 -3.8535 -0.4851
H: -1.6612 -4.8766 0.2463
H: -0.2215 -5.8787 0.2064
H: 0.8106 -4.5168 1.9296
H: -0.7597 -5.0692 2.4895
H: -0.3936 -2.7454 2.9539
H: -2.3368 -1.8437 2.6044
H: -2.6516 -3.5798 2.6956
H: -3.8953 -2.1507 1.0608
H: -3.1921 -3.6200 0.3883
H: -2.2323 -2.6663 -2.7686
H: -2.7235 -3.8441 -1.5917
H: 0.1428 -3.0230 -2.3438
H: -0.5977 -4.6735 -2.3009
H: 0.9667 -4.2178 -0.6398
C: -1.4054 5.1504 -4.0349
C: -1.8598 3.8091 -4.6547
N: -2.7513 3.0900 -3.8270
C: -2.4300 1.9333 -3.1668
S: -0.9535 1.1284 -3.2246
N: -3.3568 1.4048 -2.3032
C: -4.4489 2.1713 -1.7112
C: -3.9718 3.1339 -0.6228
H: -0.7448 5.6310 -4.7471
H: -0.7825 4.9944 -3.1467
H: -2.2515 5.7745 -3.7628
H: -1.0336 3.2025 -4.8217
H: -2.3570 4.0241 -5.6108
H: -3.6735 3.4523 -3.6666
H: -2.9334 0.6895 -1.7094
H: -5.1454 1.4716 -1.2179
H: -5.0099 2.8114 -2.4107
H: -3.5161 2.5855 0.1962
H: -4.8704 3.5320 -0.1722
H: -3.3280 3.9286 -0.9710

Forces on the atoms, in the same order (eV/Å):
0.4 0.2 -0.5
0.4 -0.3 0.5
-0.1 -0.1 1.0
-0.4 1.7 0.4
-1.0 -1.2 -1.5
-0.6 0.5 1.8
1.7 0.4 -0.1
-1.0 -0.2 -0.5
-0.7 0.2 -0.4
-0.1 -1.8 0.4
-1.0 0.5 -1.2
0.3 -0.1 0.6
0.7 0.1 -0.3
-1.0 0.4 1.3
-0.4 -1.3 -1.4
3.0 -1.0 -0.9
0.4 1.0 0.4
-0.2 -0.8 -0.5
-0.4 0.2 -1.1
0.2 0.2 -0.7
-0.9 0.0 -1.2
1.4 0.8 0.2
-0.6 -0.5 -0.3
-0.2 -0.1 0.2
2.3 0.1 0.4
0.7 -2.0 -1.6
-0.2 1.7 1.2
0.0 -0.9 -0.7
1.4 -0.5 1.6
-0.9 1.1 0.4
-0.2 -0.1 0.4
-0.9 0.0 0.3
-1.5 -0.7 0.2
-0.2 0.3 -0.4
0.4 -0.8 0.1
0.3 0.2 0.3
-0.1 0.3 0.0
0.0 -0.1 0.0
0.1 -0.1 -0.2
0.1 0.0 -0.3
-0.9 -0.4 -0.2
0.4 0.3 0.4
-0.2 0.1 -0.2
0.6 0.9 0.2
-0.2 0.0 -0.2
0.1 1.0 1.1
-1.3 0.4 0.5
-0.4 0.1 0.0
-0.2 0.3 0.4
0.1 -0.8 1.5
0.1 -0.1 0.1
-0.6 -0.1 0.0
0.1 0.2 0.2
1.0 0.1 0.9
-0.1 -0.5 -0.2
-0.5 0.8 -0.9
-0.3 -0.1 -0.4
0.2 -0.6 -0.4
-0.1 0.6 -0.6
0.6 -0.2 0.0
-0.1 -0.1 0.2
0.8 0.6 -0.1
-0.2 0.2 0.0
0.3 -0.5 -0.2
0.5 1.5 0.5
0.7 -0.7 -0.6
-1.2 0.8 -1.1
0.0 0.2 1.9
-0.5 -0.9 -0.9
-0.1 0.6 -0.2
-0.7 0.6 -0.4
-0.2 -0.3 0.0
0.3 -0.3 0.2
-0.6 -0.1 -0.3
0.1 -0.2 -0.1
-0.4 0.3 0.2
-0.4 -0.7 0.8
0.4 -0.1 0.4
0.5 -0.5 0.0
0.1 0.2 -0.3
0.4 0.0 -0.3
-0.3 0.1 0.1
0.5 -0.2 0.6
0.2 -0.1 0.1
0.0 -0.1 -0.3
0.2 0.1 -0.4
0.2 0.3 -0.1
0.4 -0.9 0.1
-0.8 2.3 -0.3
-0.5 -2.1 1.5
-0.1 0.5 0.5
0.1 0.2 -0.3
-0.3 0.4 -0.5
0.2 0.5 0.7
-0.5 -0.7 0.4
-0.1 0.4 -0.2
-0.3 -0.2 0.0
0.0 0.2 -0.1
1.5 -1.1 -0.5
0.2 -0.1 0.1
-0.1 0.1 -0.1
-0.3 0.3 -0.4
0.2 0.2 -0.6
0.1 -0.8 -0.3
0.5 -0.1 0.0
-0.2 0.6 0.1
0.2 0.1 -0.1

multiplicity = 4
<S²> = 3.777
HOMO-LUMO gap (alpha / beta) = 7.57 / 7.38 eV
electronic energy = -3973.4438 Eh
lowest unoccupied orbital energy (alpha / beta) = -2.252 / -2.444 eV
HOMO level (alpha / beta) = -9.82 / -9.82 eV
total charge = +1
strongest force on any atom = 0.0630 Eh/bohr

***

# 2
The following is a DFT calculation (ωB97M-V/def2-TZVPD) of a 2-piece molecular cluster, C3H9NO3 overall at a distorted geometry.

Positions of all 16 atoms, in Å:
C: -0.7132 1.3638 1.1963
N: -0.3515 0.5636 0.1695
C: 0.9520 0.3554 -0.4422
C: 1.6134 -0.9132 0.0424
O: 2.8549 -1.0293 -0.6931
O: -1.8663 1.4274 1.5712
H: 0.0971 1.9538 1.6411
H: -0.9840 -0.1632 -0.1141
H: 1.5978 1.2113 -0.2580
H: 0.8092 0.1993 -1.5128
H: 0.9722 -1.7765 -0.1582
H: 1.8764 -0.9203 1.1021
H: 3.0308 -1.9537 -0.7298
H: -3.7359 -0.5803 -0.1554
H: -2.9180 0.5790 -0.7248
O: -3.2348 -0.3173 -0.9342

Forces on the atoms, in the same order (eV/Å):
-0.4 -0.3 -0.4
0.9 -0.6 -0.5
-0.1 0.0 0.5
1.1 -0.2 -0.1
-1.0 0.8 0.2
0.0 0.2 0.4
0.1 0.1 -0.1
-0.8 0.2 0.1
0.0 0.1 -0.1
0.1 0.5 0.0
-0.1 0.0 0.0
-0.4 0.3 0.2
0.5 -1.0 -0.2
0.0 0.1 0.0
-0.3 -0.4 0.0
0.3 0.4 0.0

HOMO-LUMO gap = 10.69 eV
SMILES string = O=CNCCO.O
electronic energy = -400.1769 Eh
lowest unoccupied orbital energy = 0.727 eV
HOMO level = -9.96 eV
relative energy (zero: lowest compared OMol25 entry of this formula, charge and spin) = 28.0 kcal per mole
strongest force on any atom = 0.0243 Eh/bohr

***

# 3
The following is a DFT calculation (ωB97M-V/def2-TZVPD) of one molecule with the formula C2H2Cl4Si at a distorted geometry.

Positions of all 9 atoms, in Å:
C: -0.1263 1.2859 -1.1959
C: -0.4193 0.4797 -0.1626
Si: 0.3500 -1.1469 0.6615
Cl: -1.8138 1.2454 0.8551
Cl: 2.2280 -1.3933 -0.1543
Cl: -0.5377 -2.8978 0.4053
Cl: 0.4090 -0.6006 2.6212
H: -0.6782 2.1706 -1.1525
H: 0.5882 0.8570 -1.8778

Forces on the atoms, in the same order (eV/Å):
1.9 2.4 -4.8
-2.8 -5.7 8.6
0.0 3.2 -0.8
1.8 -1.4 -1.4
-0.3 0.2 0.2
-0.7 -0.7 -0.1
0.1 -0.5 0.1
0.1 1.7 -1.0
-0.1 0.7 -0.8

multiplicity = 3
<S²> = 2.008
HOMO-LUMO gap (alpha / beta) = 7.02 / 8.21 eV
electronic energy = -2207.6484 Eh
lowest unoccupied orbital energy (alpha / beta) = 0.502 / -3.158 eV
HOMO level (alpha / beta) = -6.52 / -11.36 eV
relative energy (zero: lowest compared OMol25 entry of this formula, charge and spin) = 26.9 kcal per mole
strongest force on any atom = 0.2070 Eh/bohr

***

# 4
The following is a DFT calculation (ωB97M-V/def2-TZVPD) of a 2-piece molecular cluster, C3H10N2O overall.

Positions of all 16 atoms, in Å:
C: 2.1192 0.4173 1.4632
C: 1.7227 -0.8395 1.6673
N: 0.6958 -1.5026 1.0197
H: 1.6476 1.0735 0.7450
H: 2.9418 0.8221 2.0216
H: 2.2710 -1.4539 2.3740
H: -0.0457 -0.9310 0.6361
H: 0.3770 -2.3251 1.4856
N: -1.5442 0.6677 -2.4938
C: -0.8842 0.8890 -1.2508
O: -1.5204 0.2503 -0.1174
H: -1.6374 -0.3240 -2.6967
H: -2.4682 1.0764 -2.4934
H: 0.1193 0.4734 -1.2855
H: -0.8181 1.9593 -1.0665
H: -2.0613 0.9041 0.3395

Forces on the atoms, in the same order (eV/Å):
-0.1 0.0 0.0
0.1 0.1 0.0
0.3 0.2 -0.1
-0.1 0.0 0.0
0.2 0.0 0.1
0.0 0.0 0.0
-0.1 0.0 0.1
-0.2 -0.3 0.1
0.0 -0.2 -0.1
-0.2 -0.2 0.2
0.1 0.3 -0.1
0.1 0.2 0.1
-0.1 0.0 -0.1
0.1 0.0 -0.1
0.0 0.1 0.0
0.0 -0.2 0.0

HOMO-LUMO gap = 8.67 eV
SMILES string = C=CN.NCO
electronic energy = -305.0233 Eh
lowest unoccupied orbital energy = 0.738 eV
HOMO level = -7.93 eV
relative energy (zero: lowest compared OMol25 entry of this formula, charge and spin) = 32.2 kcal per mole
strongest force on any atom = 0.0073 Eh/bohr